[1]
{
  "formula": "C3H7N3",
  "method": "the ωB97M-V functional and the def2-TZVPD basis",
  "e_above_lowest_ev": 8.0591,
  "multiplicity": 1,
  "fmax_ev_per_a": 5.7,
  "gap_ev": 7.851,
  "lumo_energy_ev": -0.458,
  "total_energy_ev": -7686.620,
  "symbols": ["C", "C", "C", "H", "H", "H", "H", "H", "H", "H", "N", "N", "N"],
  "coordinates": [[-2.402517, 0.198968, 1.078403], [-0.547364, 0.115653, -0.447590], [2.972955, -0.353808, -1.100328], [-3.441175, -0.456191, 0.928514], [-2.836678, 1.319842, 0.685678], [-2.213631, 0.473738, 2.468878], [-1.235449, 0.665193, -1.127786], [1.416635, -0.144870, 0.854807], [3.017411, -1.110809, -0.180578], [3.874183, 0.071016, -1.724080], [-1.008727, -0.332414, 0.642362], [0.744624, -0.354189, -0.537551], [1.659733, -0.092130, -1.540729]],
  "forces_ev_per_angstrom": [[-1.33, 2.00, 2.71], [-0.87, -0.92, 1.13], [-4.00, 0.09, -1.73], [3.32, 1.01, 0.52], [1.85, -2.90, 0.63], [-0.91, -1.10, -4.47], [1.48, -0.15, -0.26], [-2.51, -1.07, -4.50], [0.37, 2.19, -1.68], [-2.11, -1.41, 1.23], [-4.60, 1.46, 1.58], [4.69, 1.06, 1.56], [4.60, -0.29, 3.28]]
}

=====

[2]
{
  "formula": "C27H42N11",
  "method": "the ωB97M-V functional and the def2-TZVPD basis",
  "e_above_lowest_ev": 4.0422,
  "multiplicity": 1,
  "fmax_ev_per_a": 6.5,
  "gap_ev": 2.872,
  "total_charge": -1,
  "lumo_energy_ev": 1.617,
  "total_energy_ev": -45060.741,
  "symbols": ["C", "C", "C", "C", "C", "N", "C", "C", "H", "H", "H", "H", "H", "H", "H", "H", "H", "H", "H", "H", "C", "C", "N", "H", "H", "H", "C", "C", "N", "H", "H", "H", "C", "C", "N", "H", "H", "H", "C", "C", "N", "H", "H", "H", "C", "C", "N", "H", "H", "H", "C", "C", "N", "H", "H", "H", "C", "C", "N", "H", "H", "H", "C", "C", "N", "H", "H", "H", "C", "C", "N", "H", "H", "H", "C", "C", "N", "H", "H", "H"],
  "coordinates": [[1.531016, -3.143862, -0.280067], [1.719311, -1.845095, -0.484070], [2.255054, -0.343713, -0.380032], [1.501289, 0.631000, 0.650699], [0.460960, -0.028590, 1.683366], [-0.928668, 0.342590, 1.235258], [-1.661149, -0.830356, 0.672613], [-2.518881, -0.275581, -0.614107], [1.325897, -4.282025, -0.296143], [2.130408, 0.119794, -1.445607], [3.399699, -0.262863, -0.166132], [2.310173, 1.202873, 1.273231], [0.919029, 1.424328, 0.024342], [0.608178, 0.527590, 2.706435], [0.605481, -1.144648, 1.915606], [-0.902336, -1.646296, 0.363548], [-2.444165, -1.214194, 1.432549], [-2.114111, -0.694287, -1.625528], [-2.416559, 0.875490, -0.608358], [-3.643851, -0.522048, -0.456101], [2.088088, 2.902686, 4.256928], [3.015382, 1.879734, 3.663400], [3.748637, 1.063100, 3.191506], [1.278939, 3.120132, 3.556847], [1.661420, 2.522144, 5.187381], [2.634946, 3.823470, 4.466232], [-0.453646, -4.478519, -3.408555], [-0.763536, -3.029664, -3.156650], [-1.011439, -1.878704, -2.956546], [0.626064, -4.620074, -3.487308], [-0.833152, -5.087523, -2.585086], [-0.923738, -4.803948, -4.337442], [-2.917742, -5.076853, 0.456968], [-1.998244, -6.109115, -0.137005], [-1.265030, -6.929166, -0.609737], [-3.737547, -4.868052, -0.233264], [-3.330284, -5.444195, 1.398137], [-2.366521, -4.152093, 0.646141], [4.763961, 6.486225, 2.716286], [3.510781, 5.720781, 2.391850], [2.514999, 5.111495, 2.133991], [5.582862, 6.143690, 2.080383], [4.603234, 7.552810, 2.546078], [5.034821, 6.329378, 3.761095], [2.497535, 7.292164, 6.679940], [3.424429, 6.265606, 6.086373], [4.161951, 5.449949, 5.614432], [1.687342, 7.513077, 5.980787], [2.070749, 6.912509, 7.610353], [3.047065, 8.211876, 6.889576], [-1.812628, 1.917677, -3.533591], [-1.202044, 3.041078, -4.326608], [-0.722176, 3.942854, -4.961359], [-2.869205, 1.814388, -3.788286], [-1.299019, 0.980649, -3.759174], [-1.722496, 2.124355, -2.465158], [-1.115505, -8.635835, -4.681599], [-0.713911, -7.386434, -5.416557], [-0.394849, -6.392528, -5.998870], [-1.231461, -9.460866, -5.387278], [-0.349622, -8.898226, -3.949245], [-2.062727, -8.473774, -4.163723], [-0.879976, 6.318153, 2.937104], [-0.410071, 7.516489, 3.713800], [-0.036314, 8.468862, 4.332417], [-1.499560, 5.682187, 3.572505], [-1.467509, 6.639446, 2.074957], [-0.019967, 5.742361, 2.587305], [2.444083, 2.112684, -4.500078], [3.733770, 1.380254, -4.246302], [4.758662, 0.798954, -4.044774], [1.675103, 1.408934, -4.824587], [2.110847, 2.608342, -3.586197], [2.589523, 2.863743, -5.278746], [-6.490142, -7.545823, -1.298578], [-6.011602, -6.335921, -0.544041], [-5.631183, -5.374232, 0.055625], [-7.100790, -8.172911, -0.646066], [-7.089207, -7.235261, -2.156750], [-5.635076, -8.125517, -1.651768]],
  "forces_ev_per_angstrom": [[0.87, 6.21, -1.64], [0.36, -6.18, 2.11], [-0.07, 0.00, -1.17], [0.49, 0.55, 0.45], [-1.46, 1.68, 0.26], [0.74, -2.10, -0.01], [0.29, 1.75, -0.33], [-0.03, -0.22, 0.18], [0.36, 2.79, 0.03], [0.22, -1.02, 1.78], [-2.06, -0.91, -0.37], [-1.23, -1.12, -1.43], [0.82, -1.56, 1.35], [0.18, -0.93, -1.47], [0.15, 1.35, -0.62], [-1.47, 0.73, 0.33], [0.79, -0.16, -0.92], [-1.01, 0.85, 2.03], [-0.09, -1.81, 0.13], [1.64, 0.25, -0.56], [0.52, -0.69, -0.33], [2.33, -2.59, -1.41], [-2.97, 3.59, 2.20], [0.15, -0.16, -0.03], [0.09, -0.11, -0.13], [0.01, -0.22, -0.07], [-0.30, 1.05, 0.26], [-0.74, 3.66, 0.69], [1.24, -5.08, -1.35], [-0.12, 0.11, 0.02], [0.06, 0.12, -0.01], [0.09, 0.19, 0.14], [1.08, -0.47, -0.49], [2.36, -2.54, -1.41], [-3.22, 3.48, 1.93], [0.57, -0.03, 0.20], [0.05, -0.03, -0.18], [0.10, -0.08, -0.05], [-0.71, -0.48, -0.32], [-3.16, -1.93, -0.81], [4.30, 2.84, 1.10], [-0.18, -0.02, 0.00], [-0.09, -0.14, -0.05], [-0.13, -0.09, -0.21], [0.57, -0.72, -0.43], [2.37, -2.64, -1.45], [-3.29, 3.63, 2.27], [0.13, -0.04, 0.00], [0.11, -0.04, -0.12], [0.01, -0.15, -0.07], [0.46, 0.77, -0.52], [1.68, 3.31, -2.33], [-2.23, -4.32, 3.01], [0.14, 0.07, -0.01], [-0.03, 0.09, 0.08], [0.05, -0.06, -0.11], [0.29, 0.82, -0.48], [1.04, 3.16, -1.92], [-1.41, -4.48, 2.45], [0.04, 0.16, 0.01], [-0.08, 0.13, -0.08], [0.14, 0.07, -0.05], [0.32, 0.72, 0.49], [1.18, 2.98, 1.92], [-1.55, -4.11, -2.59], [0.08, 0.13, -0.02], [0.09, 0.04, 0.13], [0.00, 0.11, 0.05], [0.86, -0.50, 0.19], [3.31, -1.90, 0.67], [-4.45, 2.56, -0.93], [0.14, 0.04, 0.07], [0.08, -0.10, -0.08], [0.02, -0.11, 0.10], [0.35, 0.80, 0.49], [1.13, 3.09, 1.93], [-2.53, -4.40, -2.67], [0.09, 0.14, -0.02], [0.09, 0.05, 0.13], [-0.05, 0.12, 0.08]]
}

=====

[3]
{
  "formula": "C4H6N2",
  "method": "the ωB97M-V functional and the def2-TZVPD basis",
  "e_above_lowest_ev": 6.1495,
  "multiplicity": 1,
  "fmax_ev_per_a": 6.1,
  "gap_ev": 7.292,
  "lumo_energy_ev": 0.012,
  "total_energy_ev": -7219.441,
  "symbols": ["C", "C", "C", "N", "C", "N", "H", "H", "H", "H", "H", "H"],
  "coordinates": [[1.642237, -0.299975, 1.231399], [0.731294, 0.179840, 0.193228], [-0.015522, -0.805194, -0.621722], [-1.202033, -0.561285, -1.351244], [-1.345274, 0.296597, -0.317890], [-0.203634, 1.245219, 0.353245], [1.134629, -1.101251, 1.864763], [1.944030, 0.599812, 1.939480], [2.575647, -0.705254, 0.870459], [0.269164, -1.810578, -0.781469], [-1.993520, -0.009501, 0.533215], [-0.166690, 2.011620, -0.350550]],
  "forces_ev_per_angstrom": [[0.67, 1.20, 3.09], [-3.14, -3.81, -3.52], [3.57, 2.24, 1.18], [-0.16, 3.37, 0.86], [0.98, -1.85, 2.25], [-3.04, 0.19, -2.30], [0.79, 1.14, -0.55], [-0.69, -1.87, -1.30], [0.21, -0.17, -0.32], [0.38, -1.08, 0.57], [-0.59, 0.83, -0.62], [1.01, -0.19, 0.66]]
}

=====

[4]
{
  "formula": "C3H18ClN6O10",
  "method": "the ωB97M-V functional and the def2-TZVPD basis",
  "e_above_lowest_ev": 0.0000,
  "multiplicity": 1,
  "fmax_ev_per_a": 6.9,
  "gap_ev": 9.436,
  "total_charge": -1,
  "lumo_energy_ev": 2.398,
  "total_energy_ev": -45338.550,
  "symbols": ["Cl", "O", "O", "O", "O", "O", "H", "H", "O", "H", "H", "O", "H", "H", "C", "O", "N", "N", "H", "H", "H", "H", "C", "O", "N", "N", "H", "H", "H", "H", "C", "O", "N", "N", "H", "H", "H", "H"],
  "coordinates": [[-7.264552, 12.169111, -0.281957], [-6.147800, 11.292622, -0.011196], [-8.068966, 11.591007, -1.287194], [-8.086373, 12.300078, 0.871485], [-6.687407, 13.421007, -0.655677], [-9.564178, 10.830482, -4.200354], [-9.452473, 9.883359, -4.282397], [-9.026347, 11.071104, -3.445981], [-6.132051, 10.374135, 2.867551], [-6.773409, 10.129786, 3.534770], [-6.656519, 10.572650, 2.091823], [-10.233105, 9.699750, 0.067998], [-9.647709, 10.456957, 0.054424], [-9.874540, 9.107320, -0.592835], [-10.358363, 13.107751, 4.193128], [-10.364107, 14.223373, 3.691955], [-9.829044, 12.088761, 3.672004], [-10.793761, 12.787531, 5.367979], [-9.315058, 12.169739, 2.806348], [-10.049826, 11.198048, 4.093887], [-10.966621, 11.837338, 5.663560], [-11.324433, 13.516957, 5.822309], [-4.934190, 8.641707, -2.653623], [-4.445318, 7.813006, -3.415671], [-4.727568, 8.681606, -1.383598], [-5.686041, 9.633741, -3.058271], [-5.157355, 9.281742, -0.694243], [-4.087586, 7.956115, -1.093460], [-6.011729, 9.750807, -4.007133], [-5.995749, 10.325110, -2.390304], [-6.627458, 16.772098, -1.867107], [-6.491802, 17.799998, -2.386297], [-5.943708, 16.279117, -0.875049], [-7.540000, 15.889737, -2.191157], [-6.135750, 15.336047, -0.568744], [-5.116547, 16.766815, -0.561920], [-8.001657, 15.925917, -3.088738], [-7.750499, 15.153136, -1.532961]],
  "forces_ev_per_angstrom": [[1.71, -0.34, 1.10], [0.03, -0.66, 0.19], [-0.90, -0.45, -2.12], [-0.45, 0.28, 1.25], [-0.52, 0.72, -0.50], [-0.14, 0.05, -0.30], [0.01, -0.22, -0.02], [0.18, 0.20, 0.43], [0.23, -0.21, 0.31], [-0.11, -0.02, 0.18], [-0.03, 0.27, -0.50], [-0.34, -0.27, 0.28], [0.26, 0.40, -0.10], [0.11, -0.07, -0.16], [0.03, 3.97, -1.37], [-0.30, 0.62, 0.30], [2.86, -5.12, -3.73], [-3.03, 0.74, 5.45], [-0.18, -0.27, -0.06], [0.62, 0.01, -0.74], [0.07, 0.42, -0.10], [-0.04, -0.33, 0.15], [0.32, -0.71, -3.04], [0.21, -0.60, -0.13], [1.77, -1.43, 4.52], [-2.52, 2.92, -1.44], [0.01, 0.08, -0.33], [-0.21, 0.27, 0.44], [0.38, -0.33, 0.27], [-0.07, -0.03, -0.16], [-0.90, -2.72, 0.92], [1.31, 5.72, -2.89], [3.12, -0.48, 3.55], [-3.57, -2.43, -1.67], [0.55, 0.23, 0.10], [-0.35, -0.20, 0.10], [-0.04, 0.13, 0.50], [-0.09, -0.15, -0.68]]
}